Entry 1:
Computed, not measured: a structure of composition C4H5HgO6, with ωB97M-V/def2-TZVPD.

Element x y z (Å)
H1 1.217 0.417 0.400
O1 1.118 -3.069 -0.772
C1 1.716 -2.546 -1.635
O2 2.157 -2.353 -2.692
O3 1.304 0.963 -0.457
C2 0.034 1.538 -0.690
O4 -1.646 0.686 0.921
C3 -1.126 -0.506 1.285
C4 -0.790 1.780 0.563
O5 0.135 -0.647 1.303
O6 -1.935 -1.440 1.440
Hg1 -0.204 -2.879 1.098
H2 -0.558 0.903 -1.374
H3 0.189 2.508 -1.184
H4 -0.134 2.032 1.409
H5 -1.479 2.614 0.385

For the orbital gap (spin up / spin down), the calculation gives 8.1548 / 8.2593 eV. Its spin multiplicity is 2. As for the energy above the lowest of the compared OMol25 structures with the same formula, charge and spin: 0.0 kcal/mol. The calculation puts the HOMO energy (spin up / spin down) at -8.4 / -10.1 eV.

***

Entry 2:
Computed, not measured: a structure of composition CH2ClNO2S, with ωB97M-V/def2-TZVPD.

Element x y z (Å)
C1 -1.155 -0.618 0.163
N1 -0.765 0.420 0.723
O1 0.490 1.145 -1.319
O2 1.668 1.647 0.753
S1 0.753 0.826 0.028
Cl1 1.731 -1.272 -0.239
H1 -2.191 -0.938 0.271
H2 -0.530 -1.211 -0.379

For the orbital gap, the calculation gives 10.1205 eV. As for the energy above the lowest of the compared OMol25 structures with the same formula, charge and spin: 54.6 kcal/mol. The calculation puts the HOMO energy at -11.4 eV.

***

Entry 3:
Computed, not measured: a structure of composition C4H11BrClIrW, with ωB97M-V/def2-TZVPD.

Element x y z (Å)
Ir1 -1.105 -0.463 -0.146
Cl1 -0.701 1.870 0.406
C1 -2.374 -1.105 1.243
C2 -1.535 -0.123 -2.079
H1 -3.114 -1.809 0.819
H2 -1.822 -1.607 2.056
H3 -2.897 -0.226 1.658
H4 -2.271 -0.859 -2.451
H5 -0.617 -0.193 -2.686
H6 -1.960 0.891 -2.172
W1 1.215 0.680 1.004
C3 2.926 1.227 0.072
C4 0.919 -1.166 0.045
H7 3.342 0.536 -0.643
H8 2.774 2.180 -0.454
H9 3.714 1.468 0.784
H10 1.117 -1.566 -0.956
H11 0.683 -2.082 0.661
Br1 1.705 2.347 2.840

For the orbital gap (spin up / spin down), the calculation gives 6.7242 / 7.2097 eV. Its spin multiplicity is 7. As for the energy above the lowest of the compared OMol25 structures with the same formula, charge and spin: 0.0 kcal/mol. The calculation puts the HOMO energy (spin up / spin down) at -7.5 / -9.4 eV.

***

Entry 4:
Computed, not measured: a structure of composition C5H14N2, with ωB97M-V/def2-TZVPD.

Element x y z (Å)
C1 3.291 -2.012 -0.076
N1 0.770 0.021 -0.634
C2 0.121 0.919 0.183
C3 -0.964 0.320 1.014
C4 -1.581 -0.803 0.422
N2 -2.391 -0.366 -0.845
C5 0.175 2.406 -0.054
H1 2.396 -1.322 -0.249
H2 3.751 -2.462 -1.028
H3 2.934 -2.706 0.655
H4 4.070 -1.400 0.207
H5 1.145 0.051 0.493
H6 -0.511 0.175 2.052
H7 -1.763 1.146 1.132
H8 -0.766 -1.521 0.219
H9 -2.324 -1.261 1.014
H10 -1.513 -0.239 -1.525
H11 -2.810 -1.288 -1.162
H12 -0.858 2.804 0.096
H13 0.486 2.547 -1.063
H14 0.851 2.917 0.576

For the orbital gap, the calculation gives 8.8531 eV. As for the energy above the lowest of the compared OMol25 structures with the same formula, charge and spin: 119.7 kcal/mol. The calculation puts the HOMO energy at -8.3 eV.

***

Entry 5:
Computed, not measured: a structure of composition C42H48BrN6O2P2Sn, with ωB97M-V/def2-TZVPD.

Element x y z (Å)
Sn1 -0.619 0.362 -1.598
Br1 5.036 4.245 3.983
C1 4.316 3.209 2.571
C2 4.953 1.982 2.315
C3 4.349 1.002 1.485
C4 3.053 1.212 1.028
O1 2.254 0.140 0.617
C5 2.453 2.529 1.076
C6 1.442 2.989 0.214
N1 1.020 2.461 -0.899
C7 0.694 3.357 -1.901
C8 0.659 4.749 -1.737
C9 0.659 5.537 -2.871
C10 0.768 5.022 -4.158
C11 0.706 3.620 -4.377
C12 0.757 2.960 -5.625
C13 0.446 1.614 -5.737
C14 0.156 0.905 -4.571
N2 0.158 1.491 -3.348
C15 0.521 2.819 -3.226
C16 3.067 3.487 1.981
H1 5.899 1.772 2.851
H2 4.891 0.052 1.298
H3 1.013 3.910 0.570
H4 0.768 5.205 -0.763
H5 0.583 6.613 -2.761
H6 0.743 5.703 -5.026
H7 1.047 3.496 -6.543
H8 0.373 1.070 -6.710
H9 -0.038 -0.176 -4.583
H10 2.596 4.444 2.250
C17 -1.418 -3.903 -2.897
C18 -1.720 -2.501 -2.500
O2 -1.035 -1.503 -2.919
N3 -2.798 -2.393 -1.678
C19 -3.503 -1.164 -1.276
C20 -3.640 -0.124 -2.311
C21 -4.594 -0.235 -3.338
C22 -4.799 0.893 -4.180
C23 -4.053 2.062 -3.962
C24 -3.147 2.068 -2.901
N4 -2.823 0.965 -2.160
H11 -0.441 -3.855 -3.382
H12 -2.215 -4.263 -3.550
H13 -1.376 -4.569 -1.976
H14 -3.191 -3.295 -1.334
H15 -2.965 -0.793 -0.373
H16 -4.521 -1.501 -0.961
H17 -5.184 -1.109 -3.514
H18 -5.486 0.827 -5.027
H19 -4.094 2.922 -4.625
H20 -2.677 2.989 -2.588
C25 -2.455 1.277 1.528
P1 -0.709 0.931 2.001
C26 -0.650 -0.892 1.830
N5 -1.844 -1.432 2.162
C27 -1.889 -2.816 2.414
C28 -3.098 -3.420 2.825
C29 -3.199 -4.791 2.841
C30 -2.100 -5.611 2.372
C31 -0.924 -5.071 1.982
C32 -0.810 -3.659 2.028
N6 0.359 -3.077 1.583
C33 0.455 -1.780 1.487
P2 2.181 -1.349 1.203
C34 3.094 -1.744 2.751
C35 2.906 -2.295 -0.204
C36 2.740 -3.826 -0.109
C37 2.266 -1.848 -1.538
C38 4.428 -2.079 -0.287
C39 -0.768 1.363 3.899
C40 -2.049 0.920 4.542
C41 -0.674 2.848 4.108
C42 0.426 0.726 4.598
H21 -3.039 0.386 1.668
H22 -2.450 1.585 0.481
H23 -2.780 2.157 2.131
H24 -3.945 -2.758 3.094
H25 -4.100 -5.287 3.161
H26 -2.317 -6.675 2.239
H27 -0.085 -5.640 1.607
H28 2.725 -2.615 3.289
H29 3.041 -0.849 3.376
H30 4.126 -1.892 2.429
H31 1.683 -4.145 -0.063
H32 3.178 -4.250 0.793
H33 3.222 -4.273 -0.985
H34 1.287 -2.313 -1.681
H35 2.897 -2.259 -2.357
H36 2.255 -0.744 -1.617
H37 4.926 -2.446 0.602
H38 4.657 -1.013 -0.426
H39 4.801 -2.650 -1.138
H40 -2.862 1.553 4.150
H41 -2.015 1.077 5.651
H42 -2.198 -0.122 4.353
H43 -1.460 3.385 3.587
H44 0.260 3.290 3.746
H45 -0.776 3.103 5.184
H46 0.433 -0.359 4.594
H47 0.432 1.072 5.622
H48 1.376 1.005 4.145

For the orbital gap (spin up / spin down), the calculation gives 1.0594 / 3.0465 eV. As for the energy above the lowest of the compared OMol25 structures with the same formula, charge and spin: 0.0 kcal/mol. As for the charge: +3. The calculation puts the HOMO energy (spin up / spin down) at -15.0 / -15.0 eV.

***

Entry 6:
Computed, not measured: a structure of composition C25H23LiN7O3S2Se, with ωB97M-V/def2-TZVPD.

Element x y z (Å)
Li1 -1.291 -0.241 -1.322
Se1 -1.345 5.127 4.104
N1 -1.866 3.417 4.068
C1 -1.653 2.953 2.879
C2 -1.863 1.576 2.485
C3 -2.208 0.551 3.378
C4 -2.474 -0.707 2.928
C5 -2.419 -0.926 1.556
N2 -2.062 0.023 0.660
C6 -1.788 1.227 1.125
C7 -1.291 2.238 0.145
N3 -1.307 1.907 -1.133
C8 -0.774 2.727 -2.048
C9 -0.208 3.957 -1.698
C10 -0.304 4.341 -0.379
C11 -0.904 3.546 0.558
C12 -1.099 3.913 1.948
N4 -0.891 5.116 2.390
H1 -2.220 0.759 4.413
H2 -2.860 -1.474 3.604
H3 -2.574 -1.916 1.157
H4 -0.749 2.367 -3.090
H5 0.199 4.555 -2.484
H6 0.108 5.239 -0.002
N5 4.675 -4.237 3.561
C13 4.171 -2.938 3.177
C14 5.036 -1.936 2.942
C15 4.597 -0.711 2.476
C16 3.248 -0.481 2.298
C17 2.323 -1.504 2.518
C18 2.821 -2.726 2.935
S1 2.712 1.126 1.708
O1 3.940 1.715 1.147
O2 2.162 1.799 2.852
N6 1.556 0.900 0.713
C19 1.774 0.316 -0.508
S2 3.330 0.168 -1.312
C20 2.533 -0.642 -2.627
C21 1.199 -0.803 -2.359
N7 0.770 -0.213 -1.202
H7 5.651 -4.321 3.252
H8 4.158 -4.980 3.088
H9 6.093 -2.112 3.127
H10 5.263 0.064 2.271
H11 1.254 -1.369 2.354
H12 2.165 -3.584 3.001
H13 3.116 -1.065 -3.451
H14 0.458 -1.262 -2.999
C22 -2.297 -2.661 -4.543
C23 -2.637 -1.539 -3.537
C24 -4.058 -1.757 -3.015
C25 -2.642 -0.183 -4.290
O3 -1.749 -1.517 -2.479
H15 -3.049 -2.806 -5.331
H16 -2.187 -3.587 -3.991
H17 -1.359 -2.425 -5.038
H18 -4.841 -1.764 -3.781
H19 -4.309 -0.979 -2.286
H20 -4.110 -2.723 -2.488
H21 -3.254 -0.233 -5.211
H22 -1.636 0.108 -4.591
H23 -3.034 0.586 -3.620

For the orbital gap, the calculation gives 6.3073 eV. As for the energy above the lowest of the compared OMol25 structures with the same formula, charge and spin: 0.0 kcal/mol. As for the charge: -1. The calculation puts the HOMO energy at -4.7 eV.

***

Entry 7:
Computed, not measured: a structure of composition C23H42N2NiO3P2, with ωB97M-V/def2-TZVPD.

Element x y z (Å)
P1 0.425 1.392 -1.898
P2 -1.990 -0.410 -1.214
C1 -0.855 1.160 -3.229
C2 -2.214 0.716 -2.672
H1 -0.426 0.395 -3.901
H2 -0.937 2.102 -3.794
H3 -2.789 1.587 -2.304
H4 -2.805 0.204 -3.449
C3 -1.781 -2.082 -1.875
H5 -1.707 -2.755 -1.007
H6 -0.839 -2.130 -2.441
H7 -2.645 -2.323 -2.513
C4 -3.515 -0.405 -0.260
H8 -4.383 -0.430 -0.936
H9 -3.519 0.494 0.375
H10 -3.511 -1.290 0.393
C5 2.030 1.301 -2.726
H11 2.816 1.608 -2.020
H12 2.029 1.954 -3.615
H13 2.207 0.254 -3.019
C6 0.182 3.099 -1.298
H14 -0.721 3.112 -0.667
H15 0.085 3.782 -2.156
H16 1.049 3.361 -0.674
Ni1 -0.190 0.190 -0.321
C7 -4.360 1.447 -5.314
C8 -3.754 0.320 -5.685
C9 -3.109 0.084 -7.015
C10 -2.392 1.315 -7.615
C11 -1.546 2.028 -6.601
C12 -1.923 3.018 -5.792
C13 -3.267 3.672 -5.792
C14 -4.450 2.724 -6.092
C15 1.555 0.623 0.378
H17 -4.983 1.431 -4.405
H18 -3.940 -0.592 -5.102
H19 -3.875 -0.268 -7.730
H20 -2.356 -0.718 -6.955
H21 -1.733 0.945 -8.425
H22 -3.105 1.970 -8.134
H23 -0.475 1.775 -6.657
H24 -1.144 3.572 -5.252
H25 -3.266 4.491 -6.535
H26 -3.480 4.142 -4.819
H27 -5.376 3.253 -5.798
H28 -4.566 2.571 -7.173
H29 1.314 0.788 1.439
H30 2.254 1.396 0.038
H31 2.033 -0.364 0.305
C16 1.753 -2.439 5.355
C17 1.421 -2.054 3.933
C18 -0.074 -2.209 3.499
C19 -0.575 -3.681 3.745
C20 0.300 -4.767 3.194
C21 -0.958 -1.287 4.359
O1 -1.218 -1.472 5.554
N1 -1.497 -0.200 3.711
C22 -1.332 0.253 2.398
O2 -1.845 1.313 2.072
N2 -0.609 -0.579 1.566
C23 -0.217 -1.826 1.988
O3 0.062 -2.683 1.145
H32 1.198 -1.832 6.071
H33 2.819 -2.271 5.511
H34 1.548 -3.494 5.540
H35 1.731 -1.016 3.762
H36 2.003 -2.665 3.240
H37 -0.729 -3.824 4.821
H38 -1.578 -3.802 3.316
H39 1.239 -4.848 3.736
H40 -0.226 -5.717 3.271
H41 0.495 -4.556 2.146
H42 -2.067 0.410 4.263

For the orbital gap (spin up / spin down), the calculation gives 5.5906 / 8.2360 eV. Its spin multiplicity is 3. As for the energy above the lowest of the compared OMol25 structures with the same formula, charge and spin: 0.0 kcal/mol. The calculation puts the HOMO energy (spin up / spin down) at -5.2 / -8.3 eV.

***

DFT total energy list, top to bottom, in a.u.: -760.25606; -1102.84138; -3364.38281; -308.23232; -5578.43045; -4780.98330; -3427.77203